No. 1
CH2F2N2 as an isolated structure. Source: the OMol25 dataset; level of theory: ωB97M-V/def2-TZVPD.

Its gap between HOMO and LUMO is 11.037 eV. Its net charge is 0.

Positions of all 7 atoms, in Å:
C  -0.2137  0.0260  0.0158
N  -1.1417  -0.7951  0.0534
N  1.0788  -0.0700  -0.0038
F  -0.6747  1.6865  -0.0059
F  -2.4807  -0.6146  0.0567
H  1.6307  -0.7371  -0.5004
H  1.8014  0.5042  0.3841

=====

No. 2
A single C4H7NO2 molecule. Source: the OMol25 dataset; level of theory: ωB97M-V/def2-TZVPD.

Its gap between HOMO and LUMO is 8.956 eV. The SMILES is CO/C(N)=C/C=O. Its net charge is 0.

Positions of all 14 atoms, in Å:
C  -0.8958  1.7867  0.4457
C  0.9392  -0.2130  0.1524
C  1.1856  -1.3480  0.9803
O  1.9851  -1.3628  1.9022
C  -0.1139  -0.1401  -0.7126
O  -0.8140  1.0069  -0.7699
N  -0.4414  -1.1435  -1.5672
H  -1.7539  1.4336  1.0228
H  -0.0232  1.7060  1.1035
H  -0.9853  2.8180  0.1189
H  1.3945  0.7404  0.3818
H  0.5063  -2.2191  0.7942
H  0.2319  -1.8933  -1.6383
H  -1.2151  -1.1719  -2.2139